Record 1
Entry from the OMol25 dataset: a cluster of 3 separate species, C36H36BN7O8P in total (ωB97M-V with the def2-TZVPD basis set).

Computed properties:
LUMO level (hartree): -0.09917
Gap between HOMO and LUMO (eV): 7.96
Net charge: +1
Spin multiplicity: 1
HOMO level (eV): -10.65

Each line ends with the Löwdin charge.
Positions of all 89 atoms, in Å:
C  5.0618  5.9151  -1.2074  -0.0546
C  -1.8451  -3.0678  0.8215  -0.2749
C  -0.2077  -1.3083  1.5420  -0.0818
H  8.1596  6.8974  3.9591  0.0787
H  2.2251  8.9897  0.1078  0.1009
H  7.5279  5.5626  1.8673  0.1185
O  -6.2678  -3.8036  -3.5255  0.0934
C  -1.1493  -0.2403  1.1050  -0.2773
H  -2.5816  -6.3890  -1.7735  0.1060
C  -4.4050  -5.6916  -2.6473  -0.0064
H  6.6781  7.5452  3.8442  0.0716
H  1.7992  2.4792  4.6866  0.0888
H  3.9098  3.7016  3.7811  0.0992
O  -2.1187  -4.2402  0.6720  0.1050
H  -3.1399  1.3723  0.3214  0.1178
H  -4.1305  -4.6481  -2.5753  0.1116
O  3.8645  0.7814  0.4290  -0.2713
N  7.4041  7.0805  3.3163  0.0141
C  5.0907  4.4042  0.2510  -0.3367
H  6.3565  0.1900  0.3031  0.0434
C  1.8948  -1.9207  2.5278  -0.0546
C  -0.5483  -2.6580  1.4297  -0.0811
H  3.2012  8.9185  1.5617  0.1011
H  1.2832  0.0952  2.1567  0.0980
H  -5.8896  -1.6663  -0.9156  0.1112
C  -4.0245  -2.3586  -0.1303  0.0030
P  4.8520  1.7891  -0.3730  0.8728
H  -4.2732  -3.4033  -0.2572  0.1150
H  4.8845  5.3023  2.9617  0.0975
C  3.0799  8.5137  0.5651  -0.0147
C  -10.0428  -4.7572  -5.0485  -0.0562
H  7.0272  5.0352  3.4811  0.1022
C  -3.3884  0.3283  0.1929  -0.0042
C  3.7697  2.9950  2.9659  -0.0827
C  5.1148  2.8560  2.2110  -0.1765
H  -5.3314  0.7249  -0.6108  0.1089
H  2.2278  -4.0261  2.7944  0.1088
O  4.2606  8.8203  -0.1988  0.1126
O  3.6106  0.6084  3.1496  0.0842
N  5.2196  6.5395  -0.0508  0.1213
C  6.9347  5.8264  2.7374  -0.2358
O  -7.5640  -8.9702  -4.0426  0.1107
C  -7.2828  -7.7998  -3.8988  -0.2767
H  -8.5571  -3.3551  -4.4008  0.1186
H  2.8447  -1.6297  2.9500  0.0903
C  0.3311  -3.6331  1.8832  0.0018
C  -5.1101  -8.3737  -2.8381  0.0003
H  -3.2176  -8.7763  -1.9254  0.1082
H  0.0595  -4.6766  1.8056  0.1215
C  -4.6169  -0.0375  -0.3304  -0.0504
N  6.3844  1.0298  -0.2691  -0.1551
H  -5.3881  -9.4156  -2.9130  0.1214
H  -10.7544  -3.9912  -5.3266  0.1076
H  3.5105  0.1506  -0.2060  0.0635
C  -3.8927  -8.0122  -2.2867  -0.0519
H  -11.3256  -6.3783  -5.6288  0.1086
N  4.9861  4.6117  -1.0674  0.1607
C  3.3209  1.6892  3.6036  -0.4595
H  -9.7105  -8.1272  -4.9758  0.1216
H  5.1380  6.9536  2.5139  0.1296
C  -10.3652  -6.0999  -5.2160  -0.0538
H  3.0318  3.4246  2.2935  0.1353
C  -9.4616  -7.0827  -4.8512  -0.0001
H  7.1810  8.2864  -0.3976  0.1301
C  1.5475  -3.2652  2.4356  -0.0475
C  -7.8986  -5.3794  -4.1654  -0.0840
C  -5.9833  -7.3945  -3.2933  -0.0819
C  -2.4708  -0.6483  0.5581  -0.0866
N  2.5212  1.7732  4.7980  0.1103
H  2.8619  7.4480  0.5934  0.0911
C  -8.8117  -4.3978  -4.5286  -0.0043
B  5.3347  8.0585  0.0212  -0.6790
H  7.1083  1.6620  0.0503  0.0351
O  -0.8443  0.9336  1.1990  0.0882
C  5.4515  5.9364  2.3007  -0.0859
C  -2.7959  -1.9992  0.4050  -0.0801
C  -8.2300  -6.7280  -4.3172  -0.0814
H  3.1062  2.0750  5.5709  0.0922
H  5.8800  3.4241  2.7260  0.0944
N  5.0408  3.1691  0.7841  -0.1416
N  5.2511  5.5782  0.9198  0.0642
C  1.0182  -0.9485  2.0822  -0.0115
C  -4.9329  -1.3813  -0.4989  -0.0414
C  -3.5360  -6.6704  -2.1984  -0.0510
C  -5.6346  -6.0468  -3.1843  -0.0832
H  5.4088  1.8157  2.3153  0.1058
H  4.9901  6.4775  -2.1209  0.1632
C  -6.5731  -4.9758  -3.6205  -0.2763
O  6.5551  8.6044  0.2641  0.2321

Cartesian forces (eV/Å) of the 6 atoms listed first:
-0.240 -0.460 0.227
-0.082 -0.218 -0.039
-0.118 -0.092 -0.061
0.191 0.128 0.034
-0.037 0.232 -0.218
0.241 -0.038 -0.095



Record 2
Entry from the OMol25 dataset: an isolated molecule of C12H28N3O3P (ωB97M-V with the def2-TZVPD basis set).

Computed properties:
LUMO level (hartree): 0.01694
Gap between HOMO and LUMO (eV): 8.13
Net charge: 0
Spin multiplicity: 1
HOMO level (eV): -7.67
Structure (SMILES): COCCCCC[C@@H](COCP(N)O)NN=C(C)C

Each line ends with the Löwdin charge.
Positions of all 47 atoms, in Å:
H  2.2559  2.1361  -2.7804  0.0304
H  1.2253  -2.4246  4.5968  0.1195
C  -0.0266  -1.6674  -1.0206  -0.1553
H  0.0493  -0.0669  0.4363  0.1185
C  -0.7000  -0.4968  -0.2418  -0.2892
P  1.6857  0.2863  -3.7335  0.8077
O  0.7815  -0.4986  4.2158  -0.1989
H  -1.8742  3.4818  1.1411  0.0752
H  -1.2815  4.3269  -2.3302  0.0701
C  0.8705  0.5433  3.2604  -0.1058
H  -2.9128  -2.4459  1.6154  0.1071
H  0.9431  -1.8720  -0.5582  0.1062
O  2.2143  1.2272  -2.4674  -0.3217
H  -1.7855  4.7931  -0.0620  0.0686
H  1.5870  -2.0691  -3.6924  0.0847
H  0.4173  -3.4551  2.7055  0.1146
H  -0.3159  3.9525  0.4191  0.0850
H  -2.7884  -0.9113  -0.1908  0.1204
H  2.2013  -1.5210  -2.1319  0.0960
H  0.7510  -2.1238  1.6412  0.0829
H  -0.1777  3.0097  -2.6280  0.0521
H  2.9153  0.0866  -5.6380  0.0153
H  1.6050  1.2804  3.5993  0.0870
C  -1.3855  3.8186  0.2288  -0.0506
C  -1.8829  -2.1781  1.3646  -0.1964
C  0.3453  -2.3668  2.6266  -0.1715
H  -0.1003  1.0317  3.1615  0.0866
H  -1.2981  -0.9918  3.0743  0.0979
H  -2.1806  -0.0908  1.2192  0.0965
H  -0.1894  0.9922  -1.5515  0.0738
C  -1.4663  2.7877  -0.8575  -0.3987
C  -1.1917  3.2421  -2.2814  -0.0368
H  -1.6133  -2.7044  3.4050  0.1120
H  1.2105  0.1832  2.2870  0.0730
C  -1.1438  -2.0055  2.7089  -0.1826
C  1.2202  -1.7554  3.7368  -0.2254
H  -1.9103  2.7724  -2.9485  0.0855
N  -1.7533  1.5776  -0.5623  0.0595
C  1.4372  -1.3312  -2.8961  -0.3747
H  -0.6190  -2.5791  -0.9306  0.1150
H  2.2489  -1.6506  3.3680  0.1189
O  0.1183  -1.4136  -2.4072  -0.2080
C  -1.9618  -0.9009  0.5236  -0.1619
N  3.1047  -0.0525  -4.6549  -0.1969
N  -1.0393  0.5530  -1.2186  -0.0101
H  -1.4770  -3.0376  0.8260  0.0966
H  3.8874  0.5286  -4.3772  0.0277

Cartesian forces (eV/Å) of the 6 atoms listed first:
-0.086 0.152 0.155
0.023 0.142 0.108
-0.247 0.056 0.105
-0.121 -0.191 0.247
0.048 0.140 -0.610
-0.945 0.111 -0.841



Record 3
Entry from the OMol25 dataset: a cluster of 2 separate species, C3H3O3S in total (ωB97M-V with the def2-TZVPD basis set).

Computed properties:
LUMO level (hartree): 0.13796
Gap between HOMO and LUMO (eV): 7.29
Net charge: -1
Energy above the lowest of the compared OMol25 structures with the same formula, charge and spin (eV): 2.193
Spin multiplicity: 1
HOMO level (eV): -3.53

Each line ends with the Löwdin charge.
Positions of all 10 atoms, in Å:
S  1.2086  -0.6632  -0.2489  0.8008
C  -2.0143  0.0770  -0.8342  -0.0546
O  1.7171  1.8722  -0.7025  -0.0604
H  0.9806  -0.2504  1.7497  -0.0092
H  -1.8467  0.9775  -0.2816  0.0284
O  1.1165  -1.2207  1.3769  -0.5674
O  1.1476  1.2124  1.3797  -0.0785
C  1.3844  1.1391  0.1956  -1.0225
H  -1.8615  -2.1008  -1.4757  0.0376
C  -1.8324  -1.0429  -1.1590  -0.0743

Cartesian forces (eV/Å) of the 6 atoms listed first:
0.685 -1.128 0.462
0.177 2.051 1.285
0.072 1.250 -0.782
0.310 -1.349 -0.188
-0.266 0.134 -0.398
-0.454 1.333 -0.774



no.,strongest force on any atom (hartree/bohr)
1,0.042
2,0.055
3,0.075